2 unconnected molecules or ions with the total composition C4H12NO2 at a distorted geometry. Source: the OMol25 dataset; level of theory: wB97M-V/def2-TZVPD.

## Properties
**F_max**: 1.29 eV/A
**LUMO level**: 3.75 eV
**ΔE to the lowest compared entry with this formula, charge and spin**: 0.808 eV
**Orbital gap**: 6.2 eV
**HOMO energy**: -2.430 eV
**DFT total energy**: -364.82580 hartree
**Charge**: -1

Last column: Löwdin charge in e.
Element x y z (Å)
C (1.03, -0.21, 0.78)  -0.0896
C (-0.23, -0.36, -0.06)  -0.4376
C (-0.10, 0.38, -1.38)  -0.2079
C (0.75, -0.38, -2.47)  -0.5211
O (1.69, -1.21, -1.96)  -0.3711
N (-1.41, 0.15, 0.75)  -0.0035
H (1.84, -0.80, 0.36)  0.0576
H (0.85, -0.50, 1.82)  0.0588
H (1.35, 0.84, 0.79)  0.0685
H (-0.39, -1.43, -0.23)  0.1315
H (0.30, 1.39, -1.20)  0.0906
H (-1.09, 0.55, -1.84)  0.0862
H (1.22, 0.41, -3.11)  0.0663
H (0.01, -0.93, -3.10)  0.0656
H (-2.23, -0.33, 0.40)  0.0665
H (-1.53, 1.08, 0.35)  0.0615
H (-0.97, 2.04, 3.34)  0.0138
H (-1.38, 0.80, 2.61)  -0.0187
O (-1.16, 1.11, 3.52)  -0.1172